<1>
Entry from OMol25: the molecule C5H11N3 (the ωB97M-V functional and the def2-TZVPD basis).

```
! wB97M-V def2-TZVPD RIJCOSX def2/J DEFGRID3
* xyz 0 1
N 0.6481 0.7144 1.2367
N -2.0731 -1.3624 0.1053
N 2.2835 1.3376 -0.2476
C -1.6561 0.9600 -0.5749
C -0.4106 -0.1157 1.3314
C 1.7856 -1.0481 -0.1773
C -1.2623 -0.2346 0.2583
C 1.4146 0.3707 0.2004
H -1.1958 1.8882 -0.2286
H -1.3702 0.8048 -1.6198
H -2.6755 -1.3174 -0.7138
H -2.6895 -1.4990 0.9031
H 1.4648 -1.7759 0.5686
H 2.7271 1.1761 -1.1409
H 2.8711 -1.1486 -0.2770
H 1.3346 -1.2965 -1.1422
H -0.4096 -0.8426 2.1438
H 1.9556 2.2806 -0.0821
H -2.7425 1.1085 -0.5434
*
```

The calculation puts the HOMO-LUMO gap at 8.0 eV. The calculation puts the LUMO energy at 0.95 eV.

---

<2>
Entry from OMol25: a cluster of 2 separate species, C5H11N3 in total (the ωB97M-V functional and the def2-TZVPD basis).

```
! wB97M-V def2-TZVPD RIJCOSX def2/J DEFGRID3
* xyz 0 1
N 0.7901 1.3569 -1.8102
N -2.0140 -0.4739 -0.9994
N 1.2730 -1.4259 0.4016
C -1.5328 -0.0598 0.0875
C 1.6391 1.4083 0.4391
C 0.8393 -0.8201 -0.6127
C 0.8554 0.7933 -0.6779
C -1.6508 -0.7864 1.3817
H 0.6244 -1.2689 -1.5930
H 2.6813 1.1013 0.3663
H 1.5894 2.4919 0.3651
H -0.9932 0.9678 0.1762
H 0.2829 0.8544 -2.5375
H -1.9458 -1.8161 1.1944
H -2.3866 -0.3047 2.0236
H -0.6900 -0.7810 1.8955
H 1.2514 1.0489 1.3889
H -1.9308 0.1538 -1.7965
H 1.3179 -2.4400 0.3073
*
```

The calculation puts the HOMO-LUMO gap at 10.1 eV. The calculation puts the LUMO energy at 0.54 eV.

---

<3>
Entry from OMol25: the molecule C5H11N3 (the ωB97M-V functional and the def2-TZVPD basis).

```
! wB97M-V def2-TZVPD RIJCOSX def2/J DEFGRID3
* xyz 0 1
N -1.1173 0.0658 -0.6026
N -2.3714 0.6947 -0.5519
N 0.3218 -1.0219 0.5676
C -0.8712 -1.0816 0.0455
C 0.1853 1.8990 0.7227
C 1.2028 -2.1609 0.6906
C 0.3959 0.7896 -0.2672
C 1.3626 0.8188 -1.2006
H 2.0289 1.6691 -1.2658
H 1.9779 -2.0748 -0.0793
H 1.6771 -2.1741 1.6750
H -0.0727 1.5023 1.7068
H -0.6260 2.5526 0.3917
H -3.0539 0.1835 -0.0003
H -1.6059 -1.8790 0.1660
H -2.7161 0.8339 -1.4956
H 1.5142 -0.0118 -1.8787
H 0.6813 -3.1151 0.5662
H 1.0866 2.5097 0.8100
*
```

The calculation puts the HOMO-LUMO gap at 8.2 eV. The calculation puts the LUMO energy at 0.90 eV.

---

<4>
Entry from OMol25: the molecule C5H11N3 (the ωB97M-V functional and the def2-TZVPD basis).

```
! wB97M-V def2-TZVPD RIJCOSX def2/J DEFGRID3
* xyz 0 1
N 1.0489 1.4345 -0.5473
N 0.4998 0.1930 -0.1739
N 2.6958 -0.5134 0.0429
C 1.4371 -0.7742 0.0915
C -1.1543 0.3813 1.5496
C -0.9122 0.0137 0.1574
C -1.7082 -1.1306 -0.3863
C -1.8480 0.2584 -1.0003
H 3.1508 -1.4073 0.2907
H -2.6788 -1.3560 0.1427
H -2.1233 0.0824 1.9454
H 2.0423 1.3178 -0.5290
H -0.3523 0.0046 2.1618
H -1.1605 -1.9061 -0.9920
H -1.4482 0.3763 -2.0236
H 0.6672 2.0993 0.1639
H -2.7932 0.7923 -0.7695
H -0.9940 1.4844 1.6257
H 1.0923 -1.7777 0.2615
*
```

The calculation puts the HOMO-LUMO gap at 8.8 eV. The calculation puts the LUMO energy at 0.89 eV.

---

Most favorable first, least favorable last: <1>, <2>, <4>, <3>

---

<1>
Entry from OMol25: a cluster of 2 separate species, C4H10N2S in total (the ωB97M-V functional and the def2-TZVPD basis).

```
! wB97M-V def2-TZVPD RIJCOSX def2/J DEFGRID3
* xyz 0 1
S 1.5897 -1.7231 -0.9679
N -2.1785 2.7780 -0.4223
N -1.7490 1.6008 -0.5512
C 3.0416 -1.5667 1.3366
C -0.8126 0.9576 0.1639
C 2.0099 -2.1589 0.5218
C -2.3736 0.8134 -1.6166
H 2.3635 -1.0239 2.0598
H -3.4945 0.7652 -1.5536
H 1.5023 -2.9425 0.9371
H -1.9662 -0.1926 -1.6547
H -0.8988 -0.1487 0.0340
H -2.1350 1.3385 -2.6092
H -0.5882 1.3742 1.1666
H 3.5533 -2.3244 2.0783
H -1.6424 3.3613 0.2330
H 3.7785 -0.9082 0.8445
*
```

The calculation puts the HOMO-LUMO gap at 7.8 eV. The calculation puts the LUMO energy at 0.03 eV.

---

<2>
Entry from OMol25: the molecule C4H10N2S (the ωB97M-V functional and the def2-TZVPD basis).

```
! wB97M-V def2-TZVPD RIJCOSX def2/J DEFGRID3
* xyz 0 1
S 1.4387 -0.5949 -2.3693
N -0.2179 0.1025 -0.5057
N -0.9652 1.0580 0.3152
C 1.6505 -2.0095 -1.2349
C -1.9326 0.2778 1.0695
C 0.1752 0.5298 -1.6106
C 0.0951 1.3850 1.4154
H 0.0698 1.4502 -2.2068
H -0.1926 2.3501 1.9900
H 0.5178 0.5561 2.0340
H 1.0265 1.7244 0.6664
H -2.6970 -0.0994 0.3590
H 2.4868 -1.9970 -0.3508
H -1.5641 -0.4962 1.8774
H 1.9475 -2.5951 -2.2606
H 0.7885 -2.4103 -0.9451
H -2.6271 0.7684 1.7568
*
```

The calculation puts the HOMO-LUMO gap at 9.6 eV. The calculation puts the LUMO energy at 0.96 eV.

---

<3>
Entry from OMol25: the molecule C4H10N2S (the ωB97M-V functional and the def2-TZVPD basis).

```
! wB97M-V def2-TZVPD RIJCOSX def2/J DEFGRID3
* xyz 0 1
S 3.4914 0.2123 -0.0364
N 0.9149 -0.2530 -0.7072
N -0.4540 -0.6318 -0.4811
C -0.5286 -1.9442 -0.0098
C -0.7787 2.0202 -0.1774
C -0.9253 0.5425 0.2467
C 1.8719 -0.2558 0.2468
H 1.3216 -0.2937 -1.7517
H 0.3423 2.0001 -0.7235
H 1.2820 -0.4963 1.2398
H -1.6940 -2.1468 0.1581
H -0.8577 2.8412 0.7335
H -0.4512 0.4643 1.3582
H 0.0235 -2.6249 -0.7036
H -1.9384 0.3748 0.5811
H -1.4725 2.4003 -0.9650
H -0.1474 -2.2091 0.9914
*
```

The calculation puts the HOMO-LUMO gap at 9.1 eV. The calculation puts the LUMO energy at 0.63 eV.

---

Most favorable first, least favorable last: <3>, <1>, <2>